Record 1
{
  "formula": "C27H37Br2CeN3O4PS4",
  "method": "ωB97M-V/def2-TZVPD",
  "e_tot_ev": -246907.10251,
  "fmax_ev_per_a": 3.359,
  "multiplicity": 1,
  "e_above_lowest_kj_mol": 222.2,
  "charge": -1,
  "species": ["Ce", "O", "C", "S", "C", "C", "S", "S", "S", "N", "C", "C", "O", "O", "H", "H", "H", "H", "C", "C", "C", "C", "C", "C", "Br", "C", "C", "Br", "C", "O", "C", "N", "H", "H", "H", "H", "H", "H", "C", "C", "C", "C", "P", "N", "C", "C", "C", "C", "C", "C", "C", "C", "H", "H", "H", "H", "H", "H", "H", "H", "H", "H", "H", "H", "H", "H", "H", "H", "H", "H", "H", "H", "H", "H", "H", "H", "H", "H", "H"],
  "positions_angstrom": [[-1.343247, -1.006056, 0.962951], [-2.573937, -1.387377, -5.208141], [-3.069411, -1.355088, -4.085713], [-3.916610, -0.105377, -3.109158], [-3.768067, -0.913289, -1.525962], [-3.414158, -2.273521, -1.440154], [-3.020963, -3.183270, -0.051968], [-3.043969, -2.895331, -3.028461], [-3.782079, 0.255698, -0.267577], [-0.083115, -3.476575, 1.526396], [0.348881, -3.445868, 2.927222], [0.805440, -1.966141, 3.299962], [1.870492, -1.806234, 3.894339], [-0.020768, -1.058710, 2.892206], [-0.582849, -4.346222, 1.358370], [0.801796, -3.456299, 0.961765], [1.086055, -4.337193, 3.123159], [-0.401480, -3.715919, 3.678166], [-0.541125, 2.567606, 1.687335], [-1.679083, 2.297956, 2.625345], [-2.286506, 3.343341, 3.459841], [-3.255299, 2.985729, 4.408573], [-3.747041, 1.625248, 4.453301], [-4.518008, 1.083615, 5.437785], [-4.857957, 2.187922, 6.931258], [-4.836968, -0.281809, 5.463627], [-4.397345, -1.144661, 4.465096], [-5.000826, -2.909816, 4.371282], [-3.415356, -0.705474, 3.541596], [-2.774725, -1.521731, 2.722449], [-3.146381, 0.660486, 3.514059], [-2.220768, 1.100353, 2.605855], [0.488030, 2.474664, 2.168837], [-0.650218, 3.614053, 1.371121], [-0.726538, 1.849442, 0.863887], [-1.895586, 4.324243, 3.315768], [-3.569456, 3.703796, 5.222728], [-5.596803, -0.572617, 6.209044], [-0.292692, 0.450707, -3.552904], [0.670700, 1.315444, -2.766303], [1.629096, 1.924351, -3.788216], [-0.025893, 2.531538, -2.082406], [1.529086, 0.188186, -1.431038], [0.383055, -0.207043, -0.419869], [2.972458, 1.046518, -0.660197], [2.728309, 2.545522, -0.269740], [4.229368, 1.022133, -1.582928], [3.197012, 0.385785, 0.654729], [2.162906, -1.381225, -2.272256], [3.100755, -1.324076, -3.488243], [2.941370, -2.152176, -1.227272], [0.984825, -2.250108, -2.739530], [-1.011385, 1.015063, -4.097315], [-0.758476, -0.262959, -2.852892], [0.221640, 0.019995, -4.408078], [1.018530, 2.778036, -4.269927], [1.878863, 1.283357, -4.648096], [2.466283, 2.531258, -3.425661], [0.780682, 3.251773, -1.767993], [-0.637068, 2.150792, -1.229290], [-0.573569, 3.008030, -2.896296], [2.932786, 3.208846, -1.095474], [3.357246, 2.895097, 0.617790], [1.679892, 2.831638, -0.050388], [3.946573, 1.009284, -2.655411], [4.783839, 0.104444, -1.281020], [4.911401, 1.823300, -1.342399], [2.286725, 0.340054, 1.306336], [3.905426, 1.013777, 1.247062], [3.422989, -0.658049, 0.544960], [4.098573, -0.898610, -3.200843], [2.796443, -0.861419, -4.430743], [3.270142, -2.348185, -3.780487], [3.928132, -1.686716, -1.025221], [3.236413, -3.172232, -1.395869], [2.474894, -2.130907, -0.200339], [0.542526, -1.987660, -3.669421], [0.110706, -2.347545, -2.088903], [1.455384, -3.215606, -3.024130]],
  "forces_ev_per_angstrom": [[-0.2, -0.1, -0.1], [-1.4, 0.7, 2.1], [0.5, -1.5, -0.2], [0.7, -0.8, -0.7], [0.8, -1.2, 0.2], [-0.3, 3.1, -1.3], [0.6, 0.1, 0.6], [0.4, 0.0, -1.3], [0.6, 0.0, 1.2], [0.6, 0.6, -0.1], [1.4, -0.9, 1.1], [1.0, -1.2, -0.1], [-1.0, 0.1, -0.3], [0.3, -0.3, -0.6], [0.1, 0.3, -0.4], [-1.3, -0.3, 0.4], [-0.4, 2.2, -0.3], [-0.7, 0.3, -0.7], [0.0, 0.2, 0.5], [-2.0, 0.4, 1.0], [-0.4, -2.4, 0.6], [1.0, 0.5, -0.5], [2.6, -0.4, -1.8], [-0.5, -1.2, 0.9], [-0.6, -0.1, 0.5], [-1.2, 1.1, 0.2], [0.8, 0.8, -0.1], [0.0, -0.3, 0.1], [0.0, -2.1, -0.8], [-0.6, 0.9, 0.4], [-0.3, 3.3, 0.6], [1.2, -0.7, -0.2], [-1.4, -0.3, -0.6], [0.2, -0.3, -0.4], [0.9, 0.7, 0.1], [0.1, 0.7, 0.4], [0.2, -0.8, -1.4], [0.7, -0.2, -0.4], [0.3, -0.5, 0.6], [1.6, 0.3, 0.2], [-1.0, 2.2, -1.4], [1.1, -0.9, 0.4], [-2.4, 0.3, -0.6], [-1.1, -0.7, 1.2], [0.2, 2.0, -0.3], [-0.8, 0.7, 0.4], [-0.3, -1.4, 0.6], [-0.4, -0.1, 2.2], [-0.2, -0.2, -0.8], [1.4, 0.8, 0.1], [0.9, 0.7, 2.7], [0.1, -1.1, 0.0], [-1.1, 0.9, 0.2], [-0.1, 0.1, -0.8], [0.2, -0.9, 0.4], [0.6, -1.2, 0.3], [0.3, 0.0, 0.6], [0.2, -0.7, 0.2], [-1.1, -0.6, -0.1], [0.2, 0.7, -0.8], [-0.5, 0.0, 0.4], [0.5, 0.2, -0.5], [-0.6, -0.8, -1.2], [0.5, -0.7, 0.4], [0.5, 0.2, 0.8], [-0.2, 0.4, -0.8], [0.0, 0.5, -0.1], [0.4, 0.4, -0.7], [0.0, -1.0, -0.4], [0.9, -0.1, 0.4], [-0.9, -0.5, -0.4], [-0.5, 0.4, 0.4], [0.2, -0.6, 0.0], [-0.5, 0.0, -0.3], [-0.5, -0.7, -0.8], [0.0, -0.2, -1.1], [-0.1, 0.9, -0.9], [0.5, -0.2, 0.4], [-0.5, 0.1, 0.7]]
}

Record 2
{
  "formula": "C27H37CaN4O6P3S3",
  "method": "ωB97M-V/def2-TZVPD",
  "e_tot_ev": -125667.06992,
  "fmax_ev_per_a": 4.520,
  "multiplicity": 1,
  "e_above_lowest_kj_mol": 140.1,
  "charge": -2,
  "species": ["Ca", "C", "N", "C", "C", "N", "C", "C", "C", "C", "C", "C", "C", "S", "C", "C", "C", "C", "C", "C", "S", "H", "H", "H", "H", "H", "H", "H", "H", "H", "H", "H", "H", "H", "H", "H", "H", "H", "H", "N", "C", "C", "P", "O", "O", "O", "P", "O", "O", "O", "H", "H", "H", "H", "H", "H", "H", "H", "C", "P", "C", "C", "C", "C", "C", "C", "C", "H", "H", "H", "H", "H", "H", "H", "H", "H", "H", "H", "S", "C", "N"],
  "positions_angstrom": [[13.576488, 11.229107, 10.315312], [11.588456, 9.871657, 12.880795], [11.364322, 11.284456, 12.927153], [10.001097, 11.760083, 12.778015], [9.964633, 13.254891, 12.533048], [10.397812, 13.643729, 11.218483], [11.039893, 14.991996, 11.238729], [9.516562, 13.346463, 10.097943], [8.591589, 14.342505, 9.670248], [7.754470, 14.137005, 8.618254], [7.728422, 12.908099, 7.964705], [8.725558, 11.939797, 8.265026], [9.535867, 12.111454, 9.380260], [10.701794, 10.862310, 9.778976], [12.068751, 11.823886, 14.077283], [11.381574, 11.729393, 15.270182], [11.785167, 12.370849, 16.444521], [13.040458, 12.998526, 16.434855], [13.689096, 13.134609, 15.181702], [13.246978, 12.606046, 13.998082], [13.905894, 13.011253, 12.416368], [11.390361, 9.355464, 13.855614], [12.614003, 9.676438, 12.773862], [11.030251, 9.298942, 12.142148], [9.408800, 11.608382, 13.726257], [9.404114, 11.191459, 12.055693], [10.569465, 13.683499, 13.254574], [8.966704, 13.711396, 12.706699], [10.344992, 15.809179, 11.543204], [11.510162, 15.194474, 10.293749], [11.851484, 14.844123, 11.949990], [8.613751, 15.267256, 10.182444], [6.993907, 14.903249, 8.455383], [7.114334, 12.748256, 7.122473], [8.920748, 11.034823, 7.695956], [10.487225, 11.093672, 15.249950], [11.184712, 12.368867, 17.327189], [13.359493, 13.488197, 17.340746], [14.695419, 13.597153, 15.135411], [11.346962, 9.129627, 7.223416], [12.690550, 8.658068, 7.523712], [13.160556, 7.426544, 6.624829], [13.944305, 10.024700, 7.210527], [15.309159, 9.302855, 7.981331], [14.101858, 10.314659, 5.748464], [13.537792, 11.206755, 8.117568], [12.717892, 7.991441, 9.299898], [14.085916, 7.178898, 9.372969], [11.541163, 7.050656, 9.337457], [12.885882, 9.111505, 10.301677], [11.325463, 9.441987, 6.288348], [10.836072, 10.177332, 8.597108], [10.765517, 8.263075, 7.250969], [13.150605, 7.566962, 5.535314], [12.593493, 6.428309, 6.873904], [14.265256, 7.217859, 6.788691], [15.601772, 9.953923, 8.686102], [14.853091, 7.769182, 9.260773], [15.386914, 13.491974, 6.948515], [14.078656, 13.947077, 8.195573], [12.410842, 13.837175, 7.251884], [14.346957, 15.779238, 8.266246], [15.045269, 16.251050, 9.409936], [15.312874, 17.636237, 9.568417], [14.892593, 18.486702, 8.636951], [14.296709, 18.033053, 7.545538], [14.034699, 16.697086, 7.332024], [16.058733, 12.905029, 7.459540], [15.948122, 14.405222, 6.668320], [15.027354, 12.911782, 6.125247], [12.616552, 13.770220, 6.197189], [11.880746, 14.758837, 7.461210], [11.897920, 12.910949, 7.661097], [15.330400, 15.606099, 10.288155], [15.884769, 17.972926, 10.470144], [14.971341, 19.599516, 8.794091], [13.885651, 18.697015, 6.780819], [13.459568, 16.448372, 6.504891], [18.806385, 11.588754, 11.086012], [17.219778, 11.304303, 10.556337], [16.153068, 11.023153, 10.136928]],
  "forces_ev_per_angstrom": [[0.3, 0.5, 0.6], [-1.3, -1.3, 1.3], [0.6, 0.3, -0.4], [-1.2, -0.3, 1.4], [-1.8, -0.8, -1.5], [0.5, 0.5, -1.7], [-0.7, -1.3, 0.5], [-0.5, 0.6, 0.3], [1.9, -1.6, 0.7], [-1.5, -0.3, -0.1], [2.2, -0.5, 0.2], [-1.2, 1.0, 0.3], [0.8, 1.0, 0.2], [0.1, 0.2, 0.9], [-0.9, 0.8, 0.0], [-0.3, -0.4, 0.7], [1.2, -0.2, -0.7], [-1.2, 0.1, -1.6], [2.0, 0.4, 2.1], [-1.5, -0.8, -1.8], [0.5, 0.2, 0.6], [-0.4, 0.3, -0.1], [1.5, -0.2, -0.6], [0.1, 0.5, -0.3], [0.3, 0.1, -0.5], [0.6, 0.1, -0.2], [1.6, 1.0, 1.3], [-0.1, -0.5, 0.2], [0.4, -0.3, -0.1], [0.0, 0.2, -0.6], [0.0, 0.5, 0.1], [-0.1, 0.9, 0.5], [0.2, -0.2, -0.5], [-0.8, -0.1, -0.8], [-0.6, 0.1, -0.1], [0.2, 0.5, 0.3], [-0.3, -0.2, 0.5], [0.5, 0.1, 0.0], [-0.8, 0.0, 0.1], [-0.7, -1.7, 0.8], [2.1, -1.0, -0.4], [0.5, -1.5, 0.6], [0.2, -0.1, 1.1], [-1.4, 1.6, -0.6], [0.1, -0.5, 1.0], [0.6, -1.1, -1.1], [-1.0, -0.5, -0.9], [0.6, -0.7, 0.0], [0.9, 0.8, 0.3], [-0.3, 0.1, -0.1], [0.0, 0.6, -1.4], [-0.2, 0.3, -0.2], [0.3, 0.9, 0.2], [-0.6, 0.5, 0.2], [0.9, 2.0, -0.3], [-1.3, 0.2, 0.2], [0.1, -0.5, -0.6], [-0.3, 0.0, -0.1], [-0.9, 2.1, -0.1], [-1.0, -0.2, -0.2], [1.0, -0.7, 1.3], [1.5, -1.4, 2.4], [0.2, 0.5, 1.0], [1.4, -3.0, 2.7], [0.6, 4.4, 0.7], [-2.1, -0.2, -3.4], [-0.1, 1.2, 0.3], [1.6, -1.6, 1.2], [-0.5, -0.4, -0.3], [-0.4, -0.1, -0.6], [-0.1, -0.2, -0.5], [-0.4, 0.0, 0.1], [0.5, 1.3, -0.7], [-0.4, 0.3, -1.3], [-0.7, -0.3, -0.8], [0.2, -1.2, -0.2], [0.3, 0.2, 0.3], [-0.8, -0.6, -1.6], [-1.7, -0.2, -0.5], [0.6, -0.3, -0.1], [0.6, 0.4, 0.5]]
}

Record 3
{
  "formula": "C27H37CdGeN2OS",
  "method": "ωB97M-V/def2-TZVPD",
  "e_tot_ev": -105538.05148,
  "fmax_ev_per_a": 0.987,
  "multiplicity": 1,
  "e_above_lowest_kj_mol": 22.1,
  "charge": -1,
  "species": ["Cd", "N", "C", "C", "C", "C", "N", "H", "H", "H", "H", "H", "H", "H", "H", "H", "H", "H", "H", "C", "C", "S", "O", "C", "C", "H", "H", "H", "H", "H", "H", "H", "H", "H", "H", "C", "Ge", "C", "C", "C", "C", "C", "C", "C", "C", "C", "C", "C", "C", "C", "C", "C", "C", "C", "C", "H", "H", "H", "H", "H", "H", "H", "H", "H", "H", "H", "H", "H", "H", "H"],
  "positions_angstrom": [[-0.024890, -0.291606, 0.832371], [0.325623, 1.158741, 3.794815], [-0.402167, 2.289348, 3.193700], [0.565598, 3.273738, 2.556087], [-0.115822, 4.204611, 1.536501], [0.244911, 3.849545, 0.101028], [-0.036679, 2.449109, -0.208994], [-0.342873, 0.504515, 4.176215], [0.891340, 1.477234, 4.573488], [-1.033367, 2.818473, 3.920141], [-1.066493, 1.877015, 2.430824], [1.350171, 2.697988, 2.058182], [1.039800, 3.866456, 3.346671], [0.174056, 5.244927, 1.704571], [-1.206005, 4.156341, 1.654400], [1.321180, 4.003416, -0.022363], [-0.262716, 4.548407, -0.578182], [0.241402, 2.240769, -1.157868], [-1.019855, 2.202074, -0.125152], [4.849067, 0.563503, -1.982789], [4.756739, -0.405733, -0.812525], [3.106774, -0.214013, -0.017387], [3.200494, 1.109986, 0.667361], [3.382599, -1.515281, 1.226934], [3.011054, -2.884687, 0.674764], [5.844633, 0.553865, -2.431356], [4.639561, 1.578617, -1.638433], [4.122689, 0.310937, -2.759135], [5.489069, -0.171823, -0.036371], [4.859346, -1.448925, -1.125407], [2.730965, -1.218677, 2.046591], [4.424609, -1.451035, 1.547505], [1.987096, -2.870054, 0.295349], [3.065953, -3.642289, 1.459451], [3.678944, -3.191856, -0.134835], [-2.139189, 0.072150, 0.243878], [-3.054854, -1.148258, 1.393937], [-5.020001, -1.347144, 1.049223], [-5.795389, -2.207664, 1.830852], [-7.162516, -2.340743, 1.622380], [-7.789301, -1.601910, 0.622723], [-7.036645, -0.741301, -0.164408], [-5.665086, -0.623214, 0.048131], [-2.478913, -3.072276, 1.245120], [-1.262447, -3.547784, 1.744147], [-0.804128, -4.828988, 1.462416], [-1.544736, -5.670007, 0.640243], [-2.752431, -5.221538, 0.124455], [-3.208473, -3.941969, 0.427210], [-3.251611, -0.894308, 3.396221], [-4.038903, 0.177446, 3.836147], [-4.179360, 0.477363, 5.185262], [-3.529653, -0.296307, 6.141125], [-2.753530, -1.371343, 5.731013], [-2.615702, -1.659266, 4.375357], [-5.321086, -2.783505, 2.622004], [-7.742469, -3.017037, 2.239355], [-8.856553, -1.696770, 0.462884], [-7.518553, -0.163812, -0.945010], [-5.072214, 0.043583, -0.574242], [-0.649751, -2.904593, 2.366484], [0.140046, -5.170093, 1.870041], [-1.178061, -6.661960, 0.402119], [-3.336930, -5.867486, -0.521011], [-4.160039, -3.612575, 0.022038], [-4.561125, 0.783461, 3.100615], [-4.797246, 1.311593, 5.494861], [-3.634877, -0.067461, 7.194979], [-2.249370, -1.987094, 6.467245], [-2.019509, -2.517627, 4.081053]],
  "forces_ev_per_angstrom": [[-0.2, 0.2, -0.1], [-0.2, 0.2, -0.1], [0.2, -0.2, 0.1], [0.0, 0.1, 0.0], [0.0, -0.2, 0.1], [0.0, -0.1, -0.1], [0.1, 0.3, 0.1], [-0.1, -0.2, 0.1], [0.1, 0.0, 0.0], [-0.1, 0.0, 0.0], [0.0, 0.0, -0.1], [0.0, 0.0, 0.0], [0.0, 0.0, 0.0], [0.0, 0.0, 0.0], [0.0, 0.0, 0.0], [0.0, 0.0, 0.0], [0.0, 0.1, 0.0], [0.0, -0.1, 0.0], [-0.1, -0.1, 0.0], [0.0, 0.0, 0.0], [-0.3, 0.1, 0.0], [0.4, 0.0, 0.0], [0.1, -0.1, 0.0], [0.0, 0.1, -0.1], [0.0, 0.0, 0.0], [0.0, 0.0, 0.0], [0.0, -0.1, 0.0], [0.0, 0.0, 0.0], [0.0, 0.0, 0.0], [0.0, 0.1, 0.0], [-0.1, 0.0, 0.0], [0.0, 0.0, 0.1], [0.0, 0.0, 0.0], [0.0, 0.0, 0.0], [0.0, 0.0, 0.0], [0.2, 0.1, 0.3], [-0.4, -0.7, 0.5], [0.0, 0.1, -0.1], [-0.1, 0.0, 0.0], [0.0, 0.0, -0.1], [0.1, 0.0, 0.0], [0.0, -0.1, 0.0], [0.1, 0.0, 0.0], [0.1, 0.0, -0.4], [-0.1, 0.0, 0.1], [-0.1, 0.0, 0.0], [0.0, 0.1, 0.0], [0.0, 0.0, 0.0], [0.0, 0.0, 0.1], [0.2, 0.4, -0.1], [0.1, -0.1, 0.0], [0.0, -0.1, 0.0], [0.0, 0.0, -0.1], [0.0, 0.0, 0.0], [0.0, -0.1, -0.1], [0.0, 0.0, 0.0], [0.0, 0.0, 0.0], [0.0, 0.0, 0.0], [0.0, 0.0, 0.0], [0.0, 0.0, 0.0], [0.1, 0.1, -0.1], [0.0, 0.0, 0.0], [0.0, 0.0, 0.0], [0.0, 0.0, 0.0], [0.1, 0.0, 0.0], [0.0, 0.0, 0.0], [0.0, 0.0, 0.0], [0.0, 0.0, 0.0], [0.0, 0.0, 0.0], [0.0, 0.1, 0.0]]
}

Question: What is the charge in the second record?
Answer: -2